A structure of composition C23H31BClF8N3O9P2S2Si. Source: OMol25; level of theory: ωB97M-V with the def2-TZVPD basis set.

Results
Total charge: 0
Multiplicity: 1
Gap between HOMO and LUMO, eV: 5.05

```
81
Properties=species:S:1:pos:R:3:mulliken_charge:R:1
C 3.2965 2.7602 3.1027 -1.232
C 3.5700 1.3230 3.5341 -0.481
P 4.3115 0.2235 2.2597 0.060
C 6.0310 0.8397 2.3029 -0.985
C 3.4680 0.8060 0.6999 0.870
C 4.1835 1.3698 -0.3757 1.335
C 5.6738 1.5758 -0.4222 -1.239
O 6.1468 2.6585 -0.1842 -0.496
O 6.3475 0.5073 -0.8132 -0.425
B 7.6828 0.7814 -1.3087 0.564
C 8.9340 0.5763 -0.4177 -0.881
O 7.7182 1.2450 -2.5835 -0.520
C 3.5175 1.7855 -1.5180 0.120
Cl 4.3322 2.4397 -2.8646 -0.179
C 2.1523 1.6659 -1.5813 -0.190
N 1.4543 1.1207 -0.5738 0.427
C -0.0510 1.1058 -0.8830 0.425
F -0.6850 1.3362 0.2654 -0.241
F -0.2316 2.2204 -1.6244 -0.411
C -0.4882 -0.1232 -1.6451 -0.750
C -1.5668 0.1193 -2.7037 -1.006
Si -3.2887 0.4847 -1.9921 -0.234
C -4.6164 -0.0658 -3.1754 -1.177
C -3.4554 -0.3715 -0.3494 -0.910
C -3.4723 2.3385 -1.7217 0.582
C -3.4803 3.1814 -2.8352 -0.354
C -3.5832 4.5559 -2.7008 -0.793
C -3.6794 5.1185 -1.4340 -0.377
C -3.6805 4.3021 -0.3158 -0.851
C -3.5767 2.9280 -0.4612 0.163
C 2.0677 0.6429 0.5695 -0.633
P 1.0755 -0.1799 1.9441 0.717
N 0.4335 0.7870 2.9418 -0.675
O 2.0348 -1.2360 2.6219 -0.512
O 0.0835 -1.1198 1.1411 -0.405
H 2.8619 3.3314 3.9205 0.347
H 4.2345 3.2565 2.8492 0.375
H 2.6554 2.8352 2.2256 0.244
H 4.3549 1.3493 4.2930 0.586
H 2.7103 0.8420 3.9920 0.416
H 6.1538 1.9147 2.2128 0.353
H 6.6300 0.3329 1.5542 0.143
H 6.3917 0.4922 3.2699 0.491
H 8.7321 0.1409 0.5571 0.288
H 9.3290 1.5812 -0.2409 0.321
H 9.7254 0.0188 -0.9160 0.348
H 8.3503 0.7941 -3.1499 0.322
H 1.6254 1.9929 -2.4583 0.646
H -0.8412 -0.8749 -0.9579 0.335
H 0.4038 -0.5385 -2.1209 0.570
H -1.2773 0.8289 -3.4770 0.518
H -1.6717 -0.8484 -3.2019 0.525
H -4.6811 -1.1527 -3.2254 0.392
H -4.4251 0.3012 -4.1842 0.323
H -5.5779 0.3155 -2.8355 0.358
H -2.5742 -0.2793 0.2830 0.293
H -4.2780 0.0783 0.2083 0.518
H -3.6930 -1.4226 -0.4829 0.199
H -3.4133 2.7640 -3.8334 0.289
H -3.5866 5.1996 -3.5689 0.391
H -3.7503 6.1920 -1.3316 0.390
H -3.7565 4.7514 0.6641 0.389
H -3.5699 2.3070 0.4253 0.315
H 0.6042 1.7718 2.7977 0.256
H 2.7361 -1.6236 2.0795 0.441
H -0.7366 -1.2316 1.6536 0.340
C -3.0443 -4.6277 2.0226 0.652
F -1.8272 -4.1141 1.7599 -0.241
F -2.8825 -5.6995 2.7917 -0.240
F -3.7272 -3.7093 2.7100 -0.237
S -3.8677 -5.0402 0.4243 0.874
O -3.0228 -6.0353 -0.1720 -0.647
O -3.9555 -3.7713 -0.2508 -0.566
N -5.2150 -5.5589 1.0389 -0.304
S -6.4080 -6.0313 0.1049 0.994
O -6.1625 -7.2510 -0.6081 -0.648
O -7.0656 -4.9666 -0.5986 -0.642
C -7.5602 -6.4900 1.4685 0.668
F -7.8481 -5.4373 2.2359 -0.235
F -7.0444 -7.4464 2.2403 -0.234
F -8.6944 -6.9441 0.9333 -0.220
```

=====

A structure of composition C23H31Cl2InN4O3. Source: OMol25; level of theory: ωB97M-V with the def2-TZVPD basis set.

Results
Total charge: 0
Multiplicity: 1
Gap between HOMO and LUMO, eV: 6.38

```
64
Properties=species:S:1:pos:R:3:mulliken_charge:R:1
O 1.0414 1.7907 -2.6126 -0.426
C 1.2673 1.5909 -3.8044 -0.132
C 1.9728 2.5551 -4.7107 0.542
C 2.5357 3.7199 -4.1575 -0.380
H 2.3710 3.9066 -3.0954 0.406
C 3.2629 4.6093 -4.9611 -0.436
H 3.7285 5.4783 -4.4897 0.360
C 3.3853 4.3815 -6.3428 -0.378
H 3.9827 5.0732 -6.9619 0.343
C 2.7754 3.2438 -6.9055 -0.494
H 2.8589 3.0734 -7.9797 0.359
C 2.0557 2.3469 -6.1017 -0.406
H 1.5292 1.4898 -6.5333 0.340
H 0.9293 0.6498 -4.2990 0.323
C -1.6983 1.0110 -2.5933 -1.444
C -1.3731 -0.0137 -1.5858 0.748
H -2.7657 1.0903 -2.8468 0.456
H -1.1644 0.8364 -3.5359 0.105
H -1.3757 1.9868 -2.2145 0.266
C -2.0750 -1.0844 -1.2623 -0.004
C -3.5827 -1.1213 -1.3032 -1.282
H -1.6134 -1.9884 -0.8586 0.043
H -3.9610 -0.6451 -2.2168 0.427
H -4.0117 -0.5897 -0.4383 0.149
H -3.9334 -2.1551 -1.2652 0.352
In 0.3441 0.5551 -0.1967 1.191
Cl -0.3637 2.7821 0.2363 -0.546
Cl 2.6066 0.2387 -0.7577 -0.550
C -2.4176 0.4043 2.3812 0.126
O -1.6995 -0.3612 1.7183 -0.542
N -2.7876 0.1900 3.6671 0.264
C -2.3681 -0.9951 4.3934 -0.856
C -3.6092 1.1336 4.4118 -0.903
H -2.7634 1.3771 1.9709 0.298
H -1.8490 -1.6851 3.7274 0.184
H -3.2438 -1.4910 4.8301 0.405
H -1.7227 -0.7156 5.2393 0.181
H -3.7315 2.0444 3.8194 0.291
H -3.1130 1.3878 5.3589 0.312
H -4.6009 0.7074 4.6355 0.310
H 0.3934 -5.3320 1.2054 0.362
H 2.5893 -5.5766 -0.0938 0.301
C 0.0135 -4.6916 0.3961 -0.909
C 2.1498 -4.9327 -0.8710 -0.889
N 1.1410 -4.0521 -0.2928 0.254
H -0.6385 -3.9134 0.8072 0.147
C 1.2156 -2.7167 -0.3816 0.255
O 0.3504 -1.9714 0.1496 -0.542
H 2.9389 -4.3225 -1.3259 0.273
H 2.0866 -2.2935 -0.9208 0.139
H -0.5474 -5.3253 -0.3094 0.340
H 1.7043 -5.5793 -1.6431 0.313
N 0.7074 0.0751 7.6880 -0.491
C 0.8658 0.1814 6.5312 -0.109
C 0.9988 0.2955 5.0928 0.660
C 1.1575 -0.8570 4.3179 -0.641
C 1.0935 -0.7509 2.9255 -0.132
N 0.9526 0.4238 2.3003 0.031
C 0.9203 1.5395 3.0380 -0.352
C 0.9504 1.5273 4.4362 -0.709
H 1.2928 -1.8378 4.7728 0.448
H 1.1324 -1.6447 2.2999 0.343
H 0.8061 2.4899 2.5121 0.439
H 0.9028 2.4566 5.0061 0.465
```

=====

A structure of composition C23H31Cl5N13OPSn. Source: OMol25; level of theory: ωB97M-V with the def2-TZVPD basis set.

Results
Total charge: -2
Multiplicity: 1
Gap between HOMO and LUMO, eV: 6.53

```
75
Properties=species:S:1:pos:R:3:mulliken_charge:R:1
Sn -0.4355 0.1367 0.0311 0.369
Cl 4.3066 0.0625 -7.0164 -0.252
C 3.8128 0.0419 -5.3516 0.323
C 2.4614 0.1305 -5.0044 -0.004
Cl 1.2850 0.2855 -6.2692 -0.221
C 2.0509 0.1000 -3.6822 0.648
Cl 0.3622 0.2084 -3.2942 -0.160
C 2.9774 -0.0263 -2.5841 -0.714
O 2.6327 -0.0674 -1.3913 -0.692
C 4.3576 -0.1005 -3.0040 0.476
Cl 5.5315 -0.2387 -1.7380 -0.230
C 4.7545 -0.0704 -4.3260 0.041
Cl 6.4376 -0.1719 -4.7374 -0.226
N -4.0077 0.4234 0.5546 -0.057
C -3.2496 1.5725 0.6270 0.517
N -3.6648 2.6635 1.2441 -0.454
N -2.6720 3.5603 1.0334 -0.658
N -1.7302 3.0372 0.3346 -0.441
N -2.0684 1.7571 0.0343 0.160
C -3.5290 -0.8185 0.1918 0.606
N -4.2336 -1.9254 0.3508 -0.513
N -3.4392 -2.8985 -0.1523 -0.616
N -2.3357 -2.4022 -0.5865 -0.490
N -2.3566 -1.0611 -0.3933 0.273
H -4.8234 0.4098 1.1424 0.308
N -0.9708 -0.1692 2.0242 -0.263
P -0.9303 -0.5849 3.4730 -0.847
N -2.2356 -0.1310 4.4756 0.398
C -2.4396 1.3287 4.4649 -0.075
C -3.4600 1.7538 5.5249 -0.891
C -4.5782 0.7112 5.6847 -0.822
C -4.7263 -0.0747 4.3873 -0.979
C -3.4614 -0.8882 4.1291 0.391
N -0.8958 -2.2522 3.6822 0.928
C -1.0973 -3.1337 2.5266 -0.138
C -0.4552 -4.4850 2.8065 -1.130
C -1.1955 -5.1910 3.9569 -0.671
C -1.7461 -4.1602 4.9600 -0.904
C -0.8751 -2.9067 4.9784 -0.592
N 0.3332 0.0597 4.3914 0.328
C 0.3938 0.2715 5.8206 -0.727
C 1.4812 -0.5771 6.4897 -0.477
C 2.8258 -0.4194 5.7748 -0.875
C 2.6664 -0.6659 4.2738 -0.387
C 1.6082 0.2879 3.7257 -0.788
H -2.7422 1.6871 3.4760 -0.383
H -1.4786 1.7984 4.6732 0.641
H -3.8884 2.7095 5.2129 0.451
H -2.9615 1.9131 6.4854 0.294
H -5.5179 1.2033 5.9484 0.444
H -4.3361 0.0158 6.4948 0.298
H -4.9027 0.6252 3.5653 0.296
H -5.5769 -0.7574 4.4318 0.521
H -3.4492 -1.2218 3.0846 -0.207
H -3.4895 -1.7815 4.7616 -0.081
H -0.6585 -2.6620 1.6520 0.223
H -2.1629 -3.2763 2.2973 0.123
H 0.5923 -4.3240 3.0760 0.275
H -0.4793 -5.0917 1.9008 0.432
H -0.5224 -5.8893 4.4630 0.332
H -2.0234 -5.7763 3.5501 0.408
H -1.8016 -4.5855 5.9652 0.507
H -2.7574 -3.8745 4.6635 0.172
H 0.1498 -3.2017 5.2559 0.195
H -1.2275 -2.2043 5.7389 0.519
H -0.5836 0.0465 6.2468 0.281
H 0.6148 1.3337 6.0187 0.495
H 1.1807 -1.6276 6.4612 0.116
H 1.5776 -0.2745 7.5378 0.414
H 3.5655 -1.0984 6.2084 0.402
H 3.1932 0.6036 5.9214 0.302
H 2.3291 -1.6922 4.0980 0.134
H 3.6149 -0.5199 3.7512 0.368
H 1.4678 0.1510 2.6557 0.140
H 1.9321 1.3259 3.8901 0.415
```

=====

Number 1: HOMO level -8.041 eV. Number 2: HOMO level -6.884 eV. Number 3: HOMO level -2.436 eV.